# C8H28B2O30

A structure of composition C8H28B2O30 at a distorted geometry (ωB97M-V with the def2-TZVPD basis set, the Open Molecules 2025 dataset).

The calculation puts the energy above the lowest of the compared OMol25 structures with the same formula, charge and spin at 5.484 eV. The lowest unoccupied orbital energy comes out at 3.46 eV. The spin multiplicity is 1. The value obtained for the HOMO energy is -4.474 eV. The calculation puts the gap between HOMO and LUMO at 7.93 eV. Its total charge is -2.

Geometry (Å):
O (6.77807, -0.90703, -0.68659)
C (5.65430, -1.40046, -0.48570)
O (5.03985, -1.38423, 0.65457)
B (3.59810, -1.83755, 0.42397)
O (3.52870, -1.80823, -1.01113)
C (4.67394, -1.56130, -1.52619)
O (4.76521, -0.88384, -2.52281)
O (2.58109, -0.94937, 1.00937)
C (1.85292, -1.62570, 1.77568)
O (0.74539, -1.15621, 2.21964)
C (2.26805, -2.97379, 1.89066)
O (3.27059, -3.09145, 1.15341)
O (1.74398, -3.80646, 2.64859)
O (1.66346, 1.18618, -1.28629)
C (0.98077, 0.14020, -1.28787)
O (-0.02911, 0.05912, -0.53442)
B (-0.73239, -1.12675, -0.92632)
O (-0.08109, -1.54568, -2.19642)
C (0.84180, -0.73288, -2.41798)
O (1.33880, -0.49585, -3.58899)
O (-0.72985, -2.16389, 0.10258)
C (-1.88047, -2.15903, 0.55879)
O (-2.11494, -2.59514, 1.65752)
C (-2.76038, -1.48942, -0.28064)
O (-2.15015, -0.76026, -1.08045)
O (-4.02171, -1.35242, -0.04700)
O (1.43990, 1.80003, 1.66631)
H (0.60467, 2.01877, 2.05569)
H (1.50398, 0.86406, 1.51849)
O (-6.54619, 0.34158, -0.29645)
H (-6.12707, -0.44084, 0.03714)
H (-5.89731, 0.92028, -0.71369)
O (1.29491, 3.58335, -2.85357)
H (1.10983, 2.66517, -2.70710)
H (2.23610, 3.48919, -2.89717)
O (-0.81579, -3.99441, 3.78084)
H (-0.07317, -3.79629, 3.26240)
H (-1.43284, -3.82450, 3.08925)
O (-3.80848, 1.62659, -0.60036)
H (-3.47776, 0.79166, -0.82485)
H (-3.85570, 2.14406, -1.40594)
O (-1.39093, 2.69855, -1.25380)
H (-2.17215, 2.19465, -1.00605)
H (-0.92929, 2.20100, -1.86851)
O (-1.27739, 2.48244, 1.57445)
H (-1.44119, 1.58777, 1.91315)
H (-0.89628, 2.20154, 0.74223)
O (3.93418, 1.67417, 0.06353)
H (3.04244, 1.40541, -0.21632)
H (3.98496, 1.19099, 0.86549)
O (-1.45470, 1.38695, -3.76114)
H (-1.33494, 0.50178, -4.14943)
H (-0.99340, 1.86197, -4.45584)
O (1.63123, 3.87302, -0.05988)
H (1.59484, 3.03318, 0.36526)
H (1.31854, 3.87730, -0.99519)
O (-4.74970, 0.12548, 2.40272)
H (-4.78470, -0.09816, 1.47008)
H (-4.03110, -0.35363, 2.87316)
O (3.56184, 1.28827, -3.67624)
H (2.80669, 0.74132, -3.93262)
H (4.16161, 0.53296, -3.57025)
O (-3.32316, -1.70426, 3.73358)
H (-2.51728, -1.95168, 4.28529)
H (-3.20640, -2.04823, 2.84016)
O (-1.59109, 0.04830, 2.50692)
H (-2.12373, -0.02069, 3.30246)
H (-0.79893, -0.49769, 2.67980)